1.
Molecular formula: C24H68N5O15
Method: DFT, wB97M-V/def2-TZVPD

**HOMO energy**: -4.4 eV
**Energy above the lowest of the compared OMol25 structures with the same formula, charge and spin**: 135.1 kcal/mol
**E_LUMO**: 0.076 Eh
**DFT total energy**: -64144.2923 eV
**HOMO-LUMO gap**: 6.423 eV

The geometry in ORCA input format:
```
! wB97M-V def2-TZVPD RIJCOSX def2/J DEFGRID3
* xyz -1 1
N 22.6903 1.5875 18.0996
O 22.8375 1.9093 16.9489
O 23.3292 2.0993 18.9937
O 21.8186 0.8067 18.3585
C 26.1555 -3.2892 19.7097
C 25.6411 -4.7337 19.3559
C 25.4345 -5.6053 20.5600
O 26.7679 -5.8035 21.1305
C 26.7349 -6.0539 22.5112
N 24.4106 -4.7642 18.5054
H 26.3454 -2.6885 18.8202
H 27.0604 -3.3903 20.3088
H 25.4062 -2.7954 20.3284
H 26.4388 -5.2199 18.7945
H 24.9969 -6.5211 20.1625
H 24.7560 -5.1459 21.2787
H 26.0570 -6.8655 22.7753
H 26.5644 -5.1345 23.0714
H 27.7501 -6.3135 22.8115
H 23.6542 -4.6831 19.1698
H 24.4381 -4.0049 17.8400
C 23.5383 8.4610 18.8455
C 24.9039 8.8341 19.1867
C 25.1216 8.9053 20.7148
O 26.4370 9.3614 21.0017
C 26.6715 9.5357 22.3698
N 25.7055 7.8769 18.4349
H 23.4765 8.3288 17.7653
H 22.8999 9.3023 19.1152
H 23.1515 7.5388 19.2791
H 25.1199 9.8441 18.8382
H 25.1129 7.9248 21.1909
H 24.3944 9.5653 21.1876
H 25.8421 10.1292 22.7544
H 27.6086 10.0186 22.6469
H 26.6532 8.6072 22.9404
H 26.4056 7.5392 19.0799
H 25.1636 7.0660 18.1727
C 14.7732 1.6277 20.7201
C 15.1543 2.8570 19.9585
C 15.8108 3.9149 20.8401
O 14.9546 4.2623 21.8961
C 13.9603 5.1896 21.5897
N 16.0800 2.5292 18.9378
H 13.7966 1.7489 21.1888
H 15.5216 1.4145 21.4834
H 14.6735 0.7300 20.1100
H 14.3157 3.2328 19.3723
H 16.1915 4.7857 20.3065
H 16.6718 3.5096 21.3716
H 13.8042 5.8365 22.4529
H 12.9749 4.7583 21.4137
H 14.2274 5.9510 20.8569
H 16.9623 2.4531 19.4234
H 16.2715 3.3549 18.3886
C 14.0208 6.8217 14.7854
C 14.9535 7.4115 15.8035
C 16.4546 7.3396 15.5206
O 16.7083 5.9503 15.1646
C 18.0083 5.6508 14.6769
N 14.5553 8.7215 16.1886
H 14.4517 5.8421 14.5787
H 14.1200 7.3316 13.8271
H 13.0595 6.7079 15.2865
H 14.8333 6.7808 16.6843
H 17.1466 7.5833 16.3268
H 16.6053 8.0335 14.6937
H 18.0728 4.5635 14.6345
H 18.7760 5.9732 15.3803
H 18.2542 5.9941 13.6720
H 15.2813 9.3017 16.5839
H 14.3104 9.2103 15.3393
C 25.1040 5.6006 11.4324
C 26.2520 4.7561 11.9923
O 27.4231 5.4523 11.6992
O 24.8148 6.8107 12.1562
H 24.1812 5.0208 11.4557
H 25.3404 5.8798 10.4057
H 26.2643 3.7531 11.5658
H 26.0077 4.7200 13.0539
H 27.7778 5.1694 10.8532
H 24.0134 7.1917 11.7898
C 28.2671 3.8146 21.5314
C 27.8521 2.8847 22.7355
O 26.4657 3.0467 22.9307
O 28.0127 3.2317 20.2896
H 29.3432 3.9870 21.5479
H 27.8425 4.8152 21.6134
H 28.3473 3.1177 23.6782
H 28.0796 1.8257 22.6141
H 26.0138 2.7767 22.1279
H 27.0967 3.0585 20.0603
C 18.4703 -1.6587 13.9462
C 19.0955 -1.3287 12.4929
O 18.0464 -1.6106 11.5217
O 17.2544 -0.9950 14.1047
H 19.2230 -1.1977 14.5859
H 18.4033 -2.7236 14.1686
H 19.8808 -2.0434 12.2468
H 19.4030 -0.2891 12.3800
H 18.3536 -1.3127 10.6623
H 17.3032 -0.4329 14.8814
C 17.9594 -4.5461 19.9122
C 17.8635 -5.9929 19.3415
O 16.5358 -6.2480 18.8466
O 19.2784 -4.1741 19.8255
H 17.5192 -4.3931 20.8975
H 17.2704 -3.9902 19.2764
H 18.2312 -6.8538 19.8999
H 18.4685 -5.9487 18.4359
H 15.9535 -6.6162 19.5152
H 19.4786 -3.2589 19.6157
*
```

=====

2.
Molecular formula: C28H51AlCl6CsF2NO13PSSi2
Method: DFT, wB97M-V/def2-TZVPD

**HOMO energy**: -4.1 eV
**E_LUMO**: -0.089 Eh
**DFT total energy**: -181546.6353 eV
**HOMO-LUMO gap**: 1.641 eV

The geometry in ORCA input format:
```
! wB97M-V def2-TZVPD RIJCOSX def2/J DEFGRID3
* xyz -1 1
C 0.0954 -1.8993 3.2062
C 0.6629 -1.8410 1.7872
C 0.3619 -0.5201 1.0287
C 1.6497 -0.1799 0.2371
C 2.6757 0.4781 1.1731
Si 1.2754 0.8454 -1.3205
C 2.4793 2.2741 -1.6181
C 2.2994 3.4625 -0.7148
C 3.2314 3.7066 0.2930
C 3.1344 4.7789 1.1669
C 2.0816 5.6770 1.0190
C 1.1620 5.4708 0.0004
C 0.0430 6.4861 -0.1777
C 1.2507 4.3734 -0.8482
O -0.3351 1.3799 -1.1869
Si -1.3705 1.1274 -2.4349
C -3.0970 1.6178 -1.8215
C -3.0665 2.6491 -0.7016
C -2.7382 4.0341 -1.2664
O -4.3374 2.5989 0.0330
C -5.3586 3.1640 -0.6355
C -6.7066 2.8004 -0.0088
C -6.8139 1.8619 0.9985
C -8.1514 1.5584 1.5925
C -9.3536 2.2614 1.1250
C -9.1540 3.1703 0.0901
C -7.8997 3.4171 -0.4485
P 1.5713 -0.6565 -3.0240
N 2.2458 0.2523 -4.2772
O 2.7520 -1.6699 -2.4977
H 0.6287 -1.2064 3.8510
H 0.2060 -2.9204 3.5618
H -0.9623 -1.6309 3.1466
H 0.2711 -2.6736 1.2009
H 1.7438 -1.9486 1.8479
H 0.1767 0.2581 1.7713
H -0.4906 -0.7168 0.3805
H 2.0631 -1.1424 -0.0719
H 3.5773 0.7861 0.6549
H 2.2060 1.3608 1.6163
H 2.8877 -0.1852 2.0131
H 3.4952 1.8946 -1.5043
H 2.4051 2.5691 -2.6672
H 4.0705 3.0326 0.3980
H 3.8688 4.9096 1.9483
H 2.0195 6.5088 1.7079
H -0.4696 6.7066 0.7554
H 0.5108 7.4112 -0.5193
H -0.6220 6.1349 -0.9644
H 0.5165 4.2344 -1.6336
H -1.0267 2.0659 -3.5284
H -1.4822 -0.2627 -2.8874
H -3.7535 1.9016 -2.6472
H -3.5255 0.7066 -1.3942
H -2.2908 2.3382 -0.0084
H -1.6645 4.0912 -1.4064
H -3.1030 4.8045 -0.5823
H -3.2648 4.1477 -2.2153
H -5.2815 4.3121 -0.6562
H -5.4456 2.8792 -1.6917
H -5.8872 1.3662 1.3669
H -8.2426 0.8091 2.4669
H -10.3097 2.0933 1.5928
H -10.0354 3.7023 -0.2363
H -7.8867 4.1612 -1.2445
H 3.2300 0.6694 -3.9514
H 1.6727 1.0820 -4.4155
H 3.5710 -1.1804 -2.3208
O 3.1365 -2.8403 3.9648
S 3.0619 -3.9321 4.9160
O 2.0217 -3.7018 5.8947
O 4.3352 -4.1881 5.5627
O 2.6768 -5.2504 4.0908
C 6.6808 -1.8188 -2.0786
C 6.8545 -2.5007 -0.7282
C 7.1636 -3.9850 -0.8509
O 5.6520 -2.3301 0.0450
H 5.8475 -2.2610 -2.6308
H 6.4504 -0.7603 -1.9351
H 7.5761 -1.8986 -2.6937
H 7.6595 -2.0074 -0.1783
H 6.3589 -4.5206 -1.3494
H 7.2697 -4.4234 0.1470
H 8.0814 -4.1607 -1.4092
H 4.9425 -2.7653 -0.4408
C 5.6003 -6.2312 2.6913
Cl 4.3628 -4.9862 3.0497
Cl 7.1789 -5.6540 3.1650
H 5.3557 -7.1325 3.2460
H 5.5779 -6.4190 1.6214
O -4.5897 -0.5802 -3.4241
H -5.4421 -0.6106 -2.9829
H -4.4104 -1.4896 -3.6877
Cs -8.3174 -0.4096 0.4247
Al -6.3838 5.2480 0.2167
C -10.2190 -5.1757 3.9126
Cl -8.8920 -4.0336 4.0933
Cl -11.7595 -4.3265 3.7564
Cl -9.9520 -6.2364 2.5256
H -10.2607 -5.7887 4.8027
F 4.4313 1.3716 -4.2154
O 6.3768 -6.4112 -2.5943
Cl 7.2135 -6.1497 -3.7495
O 7.3950 -4.7262 -3.9089
O 6.5778 -6.6964 -4.9246
O 8.5010 -6.7809 -3.5570
F -8.0796 0.8142 4.7110
*
```

=====

3.
Molecular formula: C28H40F2IrN2O3Si
Method: DFT, wB97M-V/def2-TZVPD

**HOMO energy (spin up / spin down)**: -6.5 / -8.3 eV
**Energy above the lowest of the compared OMol25 structures with the same formula, charge and spin**: 18.6 kcal/mol
**E_LUMO (spin up / spin down)**: -0.023 / -0.103 Eh
**DFT total energy**: -54954.0406 eV
**⟨S²⟩**: 8.82
**HOMO-LUMO gap (spin up / spin down)**: 5.895 / 5.476 eV

The geometry in ORCA input format:
```
! wB97M-V def2-TZVPD RIJCOSX def2/J DEFGRID3
* xyz 0 6
Ir 0.2975 0.7307 0.2282
C 4.9425 0.2525 -0.7974
O 5.1354 1.6503 -1.0107
C 4.3272 2.5666 -0.4105
C 4.9778 3.6813 0.0495
C 4.2999 4.7387 0.6865
C 2.9438 4.7054 0.7943
C 2.2005 3.6267 0.2631
C 0.8080 3.7537 0.2705
N -0.0752 2.8442 -0.1165
N -1.3185 3.2654 -0.1442
C -2.2273 2.2872 -0.2374
O -1.9223 1.0649 -0.2711
C -3.6474 2.6848 -0.2455
C -4.0257 4.0251 -0.1660
C -5.3651 4.3601 -0.0751
C -6.3348 3.3660 -0.0631
C -5.9624 2.0314 -0.1520
C -4.6245 1.6904 -0.2390
C 2.8845 2.4732 -0.3208
O 2.2369 1.4843 -0.7809
H 5.6718 -0.2481 -1.4296
H 3.9448 -0.0618 -1.0671
H 5.1309 -0.0039 0.2494
H 6.0521 3.7058 -0.0743
H 4.8631 5.5689 1.0897
H 2.4045 5.5069 1.2832
H 0.3901 4.6862 0.6410
H -3.2614 4.7889 -0.1731
H -5.6569 5.3996 -0.0011
H -7.3806 3.6328 0.0189
H -6.7179 1.2569 -0.1406
H -4.3208 0.6532 -0.2950
F -0.4486 0.4525 3.2269
C 0.1635 1.3364 2.3735
F 1.4732 1.4610 2.8267
H -0.3187 2.3092 2.5436
C 1.8287 -1.7991 -2.2979
C 0.3462 -2.0391 -2.0040
C -0.4388 -1.0287 -2.8532
C -0.0145 -3.4636 -2.4389
Si -0.0099 -1.7155 -0.0899
C -1.8111 -2.3495 0.3812
C -1.8265 -3.8701 0.5845
C -2.8248 -2.0079 -0.7189
C -2.2852 -1.6611 1.6683
C 1.3611 -2.5200 1.0796
C 0.8881 -2.5660 2.5352
C 2.6445 -1.6770 1.0293
C 1.6802 -3.9434 0.6119
H 2.0236 -1.9599 -3.3639
H 2.4815 -2.4711 -1.7393
H 2.0929 -0.7684 -2.0611
H -0.1457 -1.1270 -3.9043
H -0.2226 -0.0046 -2.5364
H -1.5147 -1.1780 -2.7909
H 0.2492 -3.6012 -3.4939
H -1.0807 -3.6674 -2.3421
H 0.5303 -4.2127 -1.8608
H -1.4359 -4.4030 -0.2847
H -2.8582 -4.2043 0.7406
H -1.2508 -4.1722 1.4595
H -2.6571 -2.5881 -1.6261
H -2.7948 -0.9480 -0.9619
H -3.8342 -2.2476 -0.3643
H -1.6110 -1.8246 2.5071
H -3.2712 -2.0482 1.9506
H -2.3774 -0.5849 1.5180
H 0.5946 -1.5821 2.8983
H 1.7079 -2.9176 3.1707
H 0.0510 -3.2497 2.6721
H 2.4461 -0.6185 1.2267
H 3.1325 -1.7540 0.0579
H 3.3495 -2.0259 1.7912
H 0.7884 -4.5715 0.5810
H 2.3873 -4.4031 1.3113
H 2.1414 -3.9529 -0.3765
*
```

=====

Q: Among the records above, which one has the lowest DFT total energy?
A: C28H51AlCl6CsF2NO13PSSi2